1.
ORCA calculation (ωB97M-V with the def2-TZVPD basis set) on 11 unconnected molecules or ions with the total composition C54H105F3O32.

Results
HOMO	-9.5	eV
electronic energy	-4827.37785	a.u.
gap between HOMO and LUMO	9.6155	eV
charge	0

CARTESIAN COORDINATES (ANGSTROEM)
C  7.79442  0.67030  -1.07263
H  -1.26287  -3.02807  7.71532
C  -4.96294  -3.77906  5.22729
H  6.84333  0.85716  -1.57124
C  2.80856  -0.90326  -10.68195
C  0.64751  6.53030  1.12361
H  10.21701  1.29739  5.83806
H  3.75606  -0.69623  -11.17942
C  -5.48450  -1.78198  -11.00343
O  -2.31457  -0.03351  0.77517
H  -3.66306  -3.34218  -6.29698
O  -1.38617  -3.65951  -2.88970
O  -5.78007  -3.34573  4.13218
C  3.43218  -0.34370  10.28132
H  -1.67741  -1.97297  1.16594
H  7.46514  2.56234  0.80686
H  -2.90584  -1.42484  -11.71113
H  3.46631  3.37675  11.24602
H  3.66421  -2.59330  -9.86712
H  -3.51812  -2.25273  5.14999
C  2.81703  -2.40753  -10.52733
C  -1.53461  -3.07354  6.66072
O  -5.89701  5.75223  3.31131
C  -1.73030  -3.62808  -4.05919
H  1.83917  0.80106  7.59376
H  -5.55324  -3.61140  6.12814
C  -1.66451  0.83205  0.06246
C  2.88491  6.24762  0.97241
H  -7.41799  6.58752  5.37144
H  -8.46762  7.01361  4.12519
H  0.84950  0.04510  -4.68582
H  -4.09744  0.77728  -11.09825
C  -2.40471  -5.25436  -7.22100
C  7.04883  -3.66510  -0.06260
H  -5.09131  -4.86132  5.20913
H  0.89466  5.47600  -2.22385
H  -1.57484  -2.02300  6.37292
H  9.72277  -0.24552  6.44620
C  3.09209  4.20856  11.84278
C  -6.09726  -1.99166  4.21237
C  -1.77250  -4.15478  -6.29987
H  7.95224  1.27901  2.72036
H  0.24028  4.68808  -0.84672
C  -6.34340  7.09549  3.49351
H  2.06366  -4.88577  -10.33643
O  1.84218  6.36944  1.81747
H  -2.77831  -4.84481  -8.15950
O  7.21989  -4.77571  0.70699
H  8.43905  1.49158  -1.38577
H  -5.34817  -0.60023  -2.24706
C  6.40112  -5.72495  0.40438
H  0.69254  1.09814  13.09345
O  6.15978  0.32724  2.81558
O  1.49367  -0.13937  -6.65793
H  -6.92361  -3.79773  -0.98557
C  1.25415  3.07517  12.99958
C  7.60734  -0.44670  4.66379
H  6.64594  2.44180  2.95002
H  7.86660  -3.43796  -0.74652
H  1.07138  0.97214  -9.85275
H  -5.42026  -2.25216  -11.98471
H  1.60881  -0.73558  11.49639
C  -4.60758  1.42983  -7.13652
O  2.44272  3.96835  13.04570
C  -0.43301  -3.78799  5.91950
H  1.91870  -4.16258  -8.59713
C  0.37038  5.67565  -1.28930
H  8.24486  -0.21981  -1.51186
H  2.43642  4.75054  11.16126
H  -5.92873  -0.78674  -10.98734
F  -5.19741  3.26885  3.02760
H  -6.28338  0.27950  -1.03936
C  1.14161  0.74602  -7.72620
H  2.09318  -0.58556  -11.44050
O  2.33212  1.28462  11.78761
H  3.08068  -0.45382  12.38850
H  -1.69029  -6.06661  -7.35508
O  2.74090  -0.29770  9.01337
H  0.61880  -0.99766  0.57192
H  -6.23374  -2.35603  -10.45827
O  -7.19518  0.00596  -2.82721
H  0.71661  -0.63545  -9.28200
H  0.01382  -4.30492  2.64478
H  4.09576  -3.49413  0.06879
C  -0.08675  -0.33645  1.07501
H  -4.32588  3.03877  -5.19968
H  0.08899  1.02017  -7.65594
H  1.19874  1.51841  -5.41656
C  -7.47671  7.25364  4.51066
O  2.71790  -0.20294  -9.41717
H  0.51976  -4.25133  -9.60365
O  1.55361  -2.88718  -10.16951
H  2.26493  1.36929  13.86030
O  -4.00843  6.16990  4.52511
H  3.76865  -3.49476  -1.59933
H  4.30659  0.30540  10.32789
H  -5.16486  1.58393  -9.23138
C  1.60685  -4.18125  -9.64140
C  6.90591  1.48578  2.49554
H  -3.10099  4.18476  -5.91890
C  -3.43480  3.15213  -5.81710
H  5.47014  -0.77039  4.17225
H  -2.31407  -1.44042  -9.99430
H  -0.90604  -3.71181  -6.79090
H  -2.39066  1.01596  -11.03731
C  0.62182  0.22821  2.28215
O  -3.30246  0.84634  -9.22157
O  -2.40912  -2.63253  -4.68081
O  5.54550  -5.30685  -0.52509
F  -3.12687  3.73512  3.34016
H  3.97527  4.84551  11.89182
O  7.70185  0.52122  0.36436
O  -2.83232  -3.67052  6.47177
C  -2.69422  -2.92007  -6.03003
C  -6.97780  -1.68411  -1.19802
H  5.99496  1.54811  0.52145
H  7.35451  -1.10418  5.49560
H  -7.42469  8.28347  4.86400
C  -3.51575  -3.33912  5.23859
H  -5.28695  -1.48230  3.69076
C  6.96865  1.61287  1.00709
H  3.12928  -2.80884  -11.49146
C  -3.07601  -1.08682  -10.68893
C  0.32698  -4.23403  3.68641
O  -8.03234  -1.92000  -2.11828
C  4.53862  -3.20498  -0.88429
H  -5.54839  7.81936  3.67261
O  4.01939  6.09764  1.38282
C  1.64580  1.61812  12.99841
C  -4.74151  5.37621  3.92505
O  -2.11269  1.71481  -0.69153
H  0.61459  3.33772  12.15688
C  -1.48339  -0.92758  1.40597
C  -3.19954  0.45196  -10.57285
H  1.06934  0.78973  9.18848
H  2.56705  0.45931  -5.01926
C  6.19693  0.04156  4.19677
H  -7.38321  -1.45044  -0.21357
H  0.91261  -0.51337  3.02620
H  -2.64088  2.52204  -5.41612
H  -3.02732  -3.61417  4.30377
C  1.38850  0.21099  -9.13987
H  0.04162  5.63942  1.28892
H  -0.61175  6.07345  -1.54481
C  1.09514  6.57965  -0.34434
O  -3.86638  2.67975  -7.09134
C  -4.61069  0.92205  -8.56587
H  1.50144  0.79071  1.96917
H  -3.22641  -5.67245  -6.63954
H  6.20604  -4.34557  -1.95605
F  -4.32991  3.37133  5.03640
H  4.65882  -2.12366  -0.81810
H  0.55540  -3.42414  6.20016
C  2.53248  -0.15685  11.49441
H  -0.02505  1.01205  2.67615
H  -4.16238  0.63463  -6.53856
O  -0.35374  0.78107  0.33587
H  0.09575  7.41707  1.43555
H  0.44641  -5.24710  4.07052
H  2.55891  1.77505  8.94875
H  -1.69739  -0.77554  2.46389
C  -6.24471  -2.95866  -1.13775
O  -4.25511  -1.84556  -10.24722
H  1.28120  -3.72626  3.54590
H  -6.69081  7.46834  2.52998
C  2.02268  0.86916  8.66604
O  8.27410  0.72337  5.16320
H  -2.35470  -2.19103  -6.76578
H  5.74967  0.84217  4.78592
H  -5.58736  1.59227  -6.68736
O  6.46788  -6.84150  0.99620
H  -5.57241  -3.08791  -1.98592
C  -4.33175  3.89473  3.87678
C  5.84678  -4.03880  -0.97375
H  8.12901  -0.95990  3.85597
C  -6.35017  -0.45247  -1.84425
H  3.88258  -1.33515  10.23386
H  1.76058  1.62885  -7.56622
O  2.52225  6.28509  -0.29950
H  0.59070  3.24338  13.84789
C  1.54587  0.48530  -5.39953
C  -8.13407  -0.93388  -3.05141
H  0.97219  7.62626  -0.62288
H  -5.55834  -2.99893  -0.29195
O  -8.89520  -0.87261  -4.03367
H  6.94750  -2.79568  0.58697
H  -6.26614  -1.68687  5.24517
H  -7.03136  -1.68939  3.73889
O  -1.37535  -4.55206  -5.04879
H  -5.14142  -0.02806  -8.50486
O  -0.55126  -3.47881  4.49110
H  -0.62363  -4.82701  6.18815
H  10.16196  -0.09741  4.76111
C  9.64449  0.40738  5.57689


2.
ORCA calculation (ωB97M-V with the def2-TZVPD basis set) on a molecular structure, C54H120F6N9NaO12S6.

Results
HOMO (alpha / beta)	-9.4 / -13.9	eV
electronic energy	-6674.60509	a.u.
⟨S²⟩	0.752
spin multiplicity	2
gap between HOMO and LUMO (alpha / beta)	3.8642 / 8.2658	eV
charge	+3

CARTESIAN COORDINATES (ANGSTROEM)
H  -1.69566  0.08156  5.41149
H  3.44722  1.01249  -4.43395
F  -7.19044  -2.53174  2.25028
H  1.66703  0.93265  -8.92078
H  5.05451  -0.72382  -10.53783
C  1.33594  -4.03133  7.02780
C  -2.21205  -0.03447  -3.90036
H  4.23369  3.03520  -1.45730
H  -6.10591  1.10289  5.15724
H  -2.04674  -1.11941  -7.20884
F  3.05897  -2.78569  2.94875
C  -2.02580  -1.05988  -4.97612
F  1.52096  -0.65790  2.38981
H  0.90121  -5.02497  7.13638
H  -0.58147  -3.26933  11.74575
S  0.77355  1.47769  -0.56435
H  0.66439  -2.74839  9.83744
H  -3.43238  1.69873  -3.40024
O  3.52082  -1.51290  4.89849
H  0.20802  -4.27423  -4.20609
H  -8.52579  1.71245  4.16952
H  4.07103  2.39743  0.90681
H  4.00724  1.54381  2.88647
H  1.98389  0.41828  -3.88864
H  0.31729  -2.94289  4.92800
H  3.98334  3.27487  5.54134
S  -5.56555  -2.48890  2.12904
C  4.63381  0.27480  -10.65561
H  -1.01265  2.16373  -5.39897
F  2.22583  1.81955  -1.35437
C  3.30724  0.12730  -11.36954
C  -1.83080  3.49791  -6.91751
H  1.34794  0.83694  -6.57742
N  -3.27152  1.74464  -5.53966
H  -2.76819  -1.85698  -4.93624
C  -0.55417  -4.70925  -3.55961
H  -2.72869  1.36600  3.47588
H  1.51555  -0.97423  -10.85031
C  -6.02600  2.50459  3.47922
C  2.41239  3.76988  2.55909
H  -1.78205  4.74270  3.86770
H  1.92086  1.94100  -4.55394
H  0.66612  3.53837  4.01183
H  3.90973  -1.83220  -7.15257
H  -2.92052  3.01638  0.13454
C  2.22596  0.37817  -6.12277
C  -4.36650  2.62190  1.63132
H  4.10563  5.55485  2.42812
H  1.74091  -0.82139  -8.33851
H  -2.39972  -0.61193  -2.99514
H  2.04589  -3.88643  7.84209
H  0.05970  -4.63079  2.30510
H  2.98762  4.53805  -0.05420
H  -2.91014  1.11496  -7.56224
H  -1.31682  4.22812  1.44391
H  -2.15957  -4.25933  -2.18935
H  0.32172  -5.93064  0.37947
C  4.56490  4.91330  3.18018
H  4.45340  0.95878  -6.50003
C  1.75384  3.56122  3.94525
O  -5.21468  -1.83818  3.35696
C  2.43911  -0.71714  -10.33162
H  3.36723  1.84987  -7.25507
N  3.64682  0.08650  -8.24283
C  -2.30492  3.89400  3.42678
N  0.21180  -2.98084  7.12001
C  -3.78805  3.66802  3.91388
C  3.45324  0.81940  -6.91035
O  -5.38302  -3.92525  2.06683
H  4.22695  5.19852  4.17644
C  4.06181  4.47742  0.12056
C  -0.43720  -3.15565  5.68535
H  -1.55587  -2.13755  10.74237
H  -8.31438  3.08906  5.19295
C  -2.29214  4.07152  1.90471
S  -3.82725  -2.04287  0.64402
C  3.70418  2.43246  4.90846
H  2.28105  -2.96761  -0.75550
H  -6.49766  1.93038  2.68177
H  2.88716  -1.70525  -10.22676
H  -1.98670  -4.89269  3.42941
H  5.52824  -1.00623  -7.69097
H  0.33560  3.37565  -6.98187
H  -4.41677  4.50593  3.61270
H  3.98175  1.49704  5.39430
O  7.31927  -1.69037  3.25219
H  -1.92825  -2.16054  4.50370
H  1.79808  -4.39029  -2.42418
C  -7.95958  2.07156  5.02891
H  -4.79869  1.74152  1.15567
H  -5.43682  1.99901  -5.57107
C  2.18404  -0.02677  -8.93878
H  -2.00060  -6.22020  2.25131
H  -1.69857  -2.59779  8.30793
H  5.44902  0.60856  -11.29760
Na  3.68281  -0.71513  0.74617
N  -5.45928  -1.72715  0.88868
O  0.14409  0.80832  -1.70530
H  -2.27877  1.88967  1.22774
H  -8.17331  1.57913  5.97756
C  4.33814  2.38075  3.50139
S  6.13322  -0.88811  3.38375
C  -1.15602  -3.14798  10.82746
H  4.25651  1.91546  -9.36692
C  1.26976  -5.12405  -1.81542
H  -6.37973  3.51473  3.27283
H  0.38253  -2.49935  -1.97518
H  2.04986  4.70903  2.14115
C  2.39825  0.97669  -4.72803
C  4.61630  0.89432  -9.24073
H  -0.91047  -0.54108  7.73649
N  3.89562  3.64857  2.64788
C  -2.02831  -5.13681  2.36791
O  6.03361  -0.16703  4.63087
H  5.64403  4.77952  3.10472
H  0.26143  0.53189  6.88726
H  2.06945  2.95343  1.92357
H  5.42577  2.42087  3.56090
S  4.32225  -2.24128  3.85240
O  0.24675  2.79048  -0.18968
N  0.51838  -4.26356  -0.74968
C  4.47492  3.36582  1.20209
H  0.76980  -6.36154  -3.54041
H  2.04176  4.47843  4.45899
C  -3.38954  0.93353  -4.17531
H  -1.20098  -4.29862  7.97878
H  5.71146  3.82568  -1.36901
H  -2.50828  4.34318  -6.79657
O  -2.87761  -1.79198  1.71167
H  3.53838  -0.36908  -12.31203
H  0.29422  -4.46487  9.73704
C  -0.41265  -5.14123  0.21937
C  -2.90580  2.78078  1.19867
H  -4.29637  0.45833  3.12610
H  1.74808  -4.03657  6.01874
H  -1.64287  3.10859  3.79137
C  -1.96809  2.66878  -5.54095
C  -0.86267  -3.29268  8.22725
H  4.26914  5.50744  0.41069
H  -1.56865  -2.87110  -3.07959
H  1.69348  -1.66114  6.47744
C  -1.49566  -2.11917  5.50333
C  4.47380  -1.22451  -7.86012
H  -0.78417  -4.18787  5.73273
C  -0.12859  -3.46620  9.62760
O  0.03568  1.18517  2.43903
C  -0.77841  -4.51117  1.61854
C  -4.56575  2.63459  -5.73037
C  -1.25522  -3.77595  -2.55891
H  -0.11275  -0.50441  4.76415
H  -5.02785  3.42684  1.31070
H  5.56707  0.89985  -8.70770
O  -3.59099  -3.26342  -0.21013
H  -0.37567  4.86666  -6.36079
N  4.90242  -1.25102  2.58233
H  -5.91251  2.82426  5.52750
H  2.20463  -0.71151  -6.10667
H  4.38043  -1.79247  -8.78576
C  0.17675  -5.79715  -2.82079
H  -0.38976  4.55058  -8.09756
H  2.79907  1.06343  -11.60087
H  -1.10174  -1.62924  -4.87588
H  -1.25724  -5.09421  -4.29826
H  -1.31185  0.55190  -3.71618
H  -2.01324  3.13369  -4.55610
O  -0.38893  -0.70738  0.82538
N  -4.50342  2.55045  3.16442
C  -0.88867  -0.64352  5.51694
H  -2.38444  -2.16184  6.13289
H  -4.38429  3.34091  -4.92026
H  -2.03964  -3.76847  10.97683
S  0.53516  0.26095  1.41948
C  -6.43518  2.10796  4.89359
C  -3.80452  1.28855  3.63296
C  -1.98970  -0.37256  -6.41697
C  -0.47958  4.08684  -7.11523
H  -2.33812  3.09353  -7.79341
H  -4.08673  1.12004  4.67222
H  -1.02847  0.13644  -6.48818
H  -0.44045  -6.52632  -2.29593
H  -4.12308  0.15177  -6.93185
F  6.43616  0.31249  2.34550
H  -4.64312  3.21374  -6.65053
H  -2.97000  -4.80657  1.92944
H  4.27366  4.60832  -2.09255
C  -0.21555  -0.44810  6.90190
H  -1.02037  -3.46429  1.43529
C  1.63317  -3.53190  -0.08473
C  2.21412  2.32125  4.71184
C  -0.32941  -3.16547  -1.48782
H  -0.83717  -2.61644  -0.69483
H  -2.86825  4.95661  1.63487
H  1.88428  -5.86836  -1.30900
H  -1.27989  -5.41862  -0.37984
H  1.85496  2.18296  5.73163
H  5.55236  3.20830  1.25116
N  1.65486  0.60693  0.53590
H  1.06843  -2.82857  0.52723
H  2.14105  -4.22169  0.58933
F  -3.35484  -0.87787  -0.37896
H  1.17665  -1.42203  8.18786
C  4.64592  4.02307  -1.25171
O  5.04920  -3.46744  4.21826
H  1.97082  1.47056  4.07526
C  0.85025  -1.51146  7.15173
H  -3.81938  3.45052  4.98150
H  -4.29711  0.32987  -4.17216
C  -3.19274  0.63114  -6.62727


Which formula does entry 1 have? C54H105F3O32


Number 2 is which compound? C54H120F6N9NaO12S6